P.
This record from the Open Molecules 2025 dataset describes C5H5N in the gas phase. The level of theory is wB97M-V/def2-TZVPD.

XYZ file:
```
11
Properties=species:S:1:pos:R:3
C 0.44128 -1.60578 0.77401
C 0.79289 -0.45532 0.10301
C -0.18007 0.56740 -0.22247
C 0.00275 1.54393 -1.14042
C -1.41020 0.29768 0.48656
N -2.46727 0.03089 0.95372
H -0.56996 -1.85411 1.08799
H 1.15381 -2.33823 0.98164
H 1.85093 -0.22321 -0.18670
H -0.66932 2.34136 -1.37294
H 1.05517 1.69539 -1.46440
```

Values from the calculation:
2S+1 = 1
SMILES string = C=CC(=C)C#N
E_HOMO = -0.350 Ha
HOMO-LUMO gap = 9.3710 eV

=====

Q.
This record from the Open Molecules 2025 dataset describes C5H5N in the gas phase. The level of theory is wB97M-V/def2-TZVPD.

XYZ file:
```
11
Properties=species:S:1:pos:R:3
H 0.20383 3.08543 -1.60478
N 0.43820 2.30438 -1.09250
C -0.13351 1.23861 -1.41112
C -0.16230 -0.01479 -0.12905
C -1.05640 -1.00074 0.25046
C -0.14302 -1.37761 1.46270
C 0.77907 -0.83231 0.46397
H -0.91458 0.95604 -2.10408
H -0.52043 -0.65856 2.16855
H -0.17063 -2.38759 1.72548
H 1.67978 -1.31285 0.27036
```

Values from the calculation:
2S+1 = 1
SMILES string = [H]/N=C/C1=C2C[C@H]12
E_HOMO = -0.315 Ha
HOMO-LUMO gap = 9.2648 eV

=====

R.
This record from the Open Molecules 2025 dataset describes C5H5N in the gas phase. The level of theory is wB97M-V/def2-TZVPD.

XYZ file:
```
11
Properties=species:S:1:pos:R:3
C -0.91705 1.90095 1.53018
C -0.59153 1.39039 0.30241
C -0.22547 -1.33942 0.67366
C -0.29014 1.02938 -0.93389
C 0.16355 0.88601 1.50088
N 0.03863 -0.49499 1.59539
H -0.29170 -2.28591 0.95030
H -0.22963 -0.96158 -0.36542
H -1.01513 0.70394 -1.61390
H 0.76146 0.85640 -1.09406
H 1.13750 1.13199 1.92595
```

Values from the calculation:
2S+1 = 1
E_HOMO = -0.320 Ha
HOMO-LUMO gap = 8.0793 eV

=====

Most stable structure: P

=====

P.
This record from the Open Molecules 2025 dataset describes C6H13N3 in the gas phase. The level of theory is wB97M-V/def2-TZVPD.

XYZ file:
```
22
Properties=species:S:1:pos:R:3
H -0.71742 -2.22584 -0.33616
N 0.18378 -1.76814 -0.46411
C 0.36272 -0.75484 0.31277
C -0.67074 0.18423 0.79592
C -1.68371 0.64006 0.03729
C -2.75001 1.54045 0.58999
N -1.77388 0.41344 -1.31981
C 1.80093 -0.09524 0.28363
C 2.50900 -0.23350 -1.05047
N 2.37160 -0.88540 1.34622
H -0.51528 0.59396 1.78286
H -3.73650 1.09654 0.44044
H -2.74001 2.49913 0.06976
H -2.60342 1.71308 1.65269
H -2.69097 0.46109 -1.73421
H -1.16698 -0.30184 -1.69555
H 1.73158 0.94465 0.61084
H 2.00584 0.37110 -1.80128
H 2.51285 -1.27184 -1.37070
H 3.54383 0.08745 -0.93902
H 2.66579 -1.78476 0.96628
H 1.36099 -1.22378 1.82263
```

Values from the calculation:
2S+1 = 1
SMILES string = [H]/N=C(\C=C(\C)N)[C@H](C)N
E_HOMO = -0.302 Ha
HOMO-LUMO gap = 9.0396 eV

=====

Q.
This record from the Open Molecules 2025 dataset describes C6H13N3 in the gas phase. The level of theory is wB97M-V/def2-TZVPD.

XYZ file:
```
22
Properties=species:S:1:pos:R:3
C -0.91266 0.92724 0.95879
C -0.45591 1.16830 -0.47021
C -1.33998 0.10603 -0.11019
C -2.56393 -0.57469 -0.69250
C 2.01978 1.38650 0.05323
C 0.91890 -1.80685 0.85283
N 1.02543 -0.65933 -1.10294
N 0.99301 0.71647 -0.72649
N 0.35517 -1.54913 -0.34648
H -0.18509 0.53436 1.70697
H -1.42385 1.76877 1.30739
H -0.70857 2.06715 -1.03043
H -2.30453 -1.12651 -1.72821
H -3.28160 0.08809 -1.00693
H -2.85026 -1.39016 0.05586
H 1.72978 2.39107 0.01197
H 2.12705 1.04161 1.05383
H 2.93343 1.15887 -0.44885
H 0.30080 -2.40574 1.53677
H 1.93083 -2.12630 0.70707
H 1.02385 -0.95731 1.47509
H 0.66834 -0.75846 -2.05657
```

Values from the calculation:
2S+1 = 1
E_HOMO (alpha / beta) = -0.284 / -0.281 Ha
HOMO-LUMO gap (alpha / beta) = 8.2608 / 8.2191 eV

=====

R.
This record from the Open Molecules 2025 dataset describes C6H13N3 in the gas phase. The level of theory is wB97M-V/def2-TZVPD.

XYZ file:
```
22
Properties=species:S:1:pos:R:3
C 1.21679 1.67632 0.51653
C 1.03011 0.29565 -0.04638
C 2.30102 -0.39489 -0.45903
C -0.39663 0.04259 -1.07093
C -1.55799 -0.00576 -0.14071
N -2.56695 -1.02349 -0.35716
N -2.10933 1.16383 0.50414
C -0.15130 -0.50395 0.30533
N -0.00978 -1.91999 0.61954
H 1.72026 2.31971 -0.21238
H 0.26410 2.12715 0.79685
H 1.86206 1.62482 1.40200
H 2.94617 0.29347 -1.01289
H 2.86274 -0.73131 0.41966
H 2.10499 -1.26783 -1.08742
H -0.32900 0.95707 -1.64807
H -2.12547 -1.84519 -0.76426
H -2.87860 -1.34400 0.55849
H -3.11298 1.06361 0.63839
H -2.04376 1.97731 -0.10200
H 0.27652 -2.45227 -0.19604
H 0.69703 -2.05282 1.33633
```

Values from the calculation:
2S+1 = 1
SMILES string = CC1(C)[C@@H]2C(N)(N)[C@]21N
E_HOMO = -0.272 Ha
HOMO-LUMO gap = 8.2207 eV

=====

S.
This record from the Open Molecules 2025 dataset describes C6H13N3 in the gas phase. The level of theory is wB97M-V/def2-TZVPD.

XYZ file:
```
22
Properties=species:S:1:pos:R:3
H -1.98122 -1.17961 -1.22587
N -2.90217 -1.07113 -0.75532
C -2.77701 -0.35879 0.29659
N -1.69333 0.27203 0.80978
N -0.56172 0.38776 -0.00295
C -0.29362 1.71462 -0.61344
C 1.24316 1.39663 -0.40727
C 0.76352 0.41194 0.64140
C 1.38647 -0.96942 0.78284
C 1.57965 -1.75115 -0.54134
H -3.68515 -0.24765 0.89269
H -1.88168 1.05667 1.42132
H -0.62940 2.59808 0.02142
H -0.76929 1.79955 -1.60407
H 1.65404 0.98362 -1.33434
H 1.91592 2.25922 -0.16773
H 0.73316 0.86395 1.65267
H 2.37586 -0.90348 1.25733
H 0.74382 -1.54860 1.45171
H 1.96467 -2.75119 -0.34019
H 0.60585 -1.79807 -1.03173
H 2.20846 -1.16499 -1.20349
```

Values from the calculation:
2S+1 = 1
SMILES string = [H]/N=C\NN1CC[C@@H]1CC
E_HOMO = -0.332 Ha
HOMO-LUMO gap = 9.9961 eV

=====

Most stable structure: P